Record 1
C27H24MnN7O as an isolated structure at a distorted geometry. Source: the Open Molecules 2025 dataset; level of theory: wB97M-V/def2-TZVPD.

Its orbital gap (alpha / beta) is 7.0419 / 7.1911 eV. The LUMO energy (alpha / beta) is 0.39 / 0.42 eV. The value obtained for the HOMO energy (alpha / beta) is -6.65 / -6.77 eV. As for the multiplicity: 5.

Geometry as XYZ:
```
60
Properties=species:S:1:pos:R:3:mulliken_spin:R:1
Mn -0.02441 -1.12829 -0.45543 3.82
C -3.73905 3.68101 -3.97951 0.00
C -2.73796 2.93249 -3.17128 0.02
C -1.58416 3.51263 -2.60815 -0.01
C -0.66355 2.72989 -1.90497 0.01
C -1.00979 1.41321 -1.54451 0.01
N -0.22307 0.81237 -0.60651 0.00
C 0.61378 1.53090 0.30419 -0.05
C 0.10134 2.57389 1.14249 -0.01
C 1.00906 3.20141 2.05428 0.00
C 2.27265 2.70586 2.28945 0.00
C 3.20974 3.17447 3.42445 0.00
C 2.79175 1.77836 1.38898 0.00
C 1.98685 1.20112 0.38990 0.03
N 2.60309 0.32166 -0.52496 -0.01
C 3.92457 0.12927 -0.73134 0.00
C 4.05769 -0.94407 -1.57503 0.00
C 2.74970 -1.37821 -1.89215 0.01
N 1.83440 -0.63900 -1.20858 0.00
C -2.06453 0.72039 -2.31117 0.00
C -2.94844 1.54162 -3.00840 -0.01
N -2.20977 -0.68197 -2.44110 0.00
C -3.06450 -1.36740 -3.19369 0.02
C -2.68145 -2.68848 -3.24118 0.00
C -1.57955 -2.79165 -2.39307 0.06
N -1.31627 -1.60806 -1.79126 -0.02
H -4.69355 3.16296 -4.19993 0.00
H -3.30573 4.12426 -4.85804 0.00
H -4.13811 4.54911 -3.41561 0.00
H -1.32978 4.60597 -2.74540 0.00
H 0.24030 3.17780 -1.46362 0.00
H -0.93048 2.91428 1.05578 0.00
H 0.68354 3.98905 2.70863 0.00
H 3.93329 2.43918 3.83635 0.00
H 2.57792 3.61534 4.11118 0.00
H 3.81123 4.01545 3.02981 0.00
H 3.82506 1.39182 1.58225 0.00
H 4.63031 0.80994 -0.21698 0.00
H 4.89825 -1.45034 -1.94780 0.00
H 2.54554 -2.20609 -2.55215 0.00
H -3.86903 1.10413 -3.53180 0.00
H -3.76712 -0.90194 -3.88284 0.00
H -3.29674 -3.49730 -3.57400 0.00
H -0.81234 -3.53608 -2.16214 0.00
N -0.58824 -1.35298 3.88096 0.00
C -0.28361 -0.62909 2.73394 0.02
N 0.15948 -1.46250 1.78301 0.00
C 0.28186 -2.73508 2.36526 0.00
C 0.32158 -3.90266 1.62475 0.02
C 0.01660 -5.00712 2.34322 0.00
C -0.36660 -4.93532 3.74823 0.00
C -0.38227 -3.75161 4.51806 0.00
C -0.11159 -2.59122 3.71428 0.00
H -0.84966 -0.95776 4.80417 0.00
H -0.46691 0.47486 2.69452 0.00
H 0.48037 -3.65674 0.49684 0.00
H 0.33425 -5.94512 1.99017 0.00
H -0.42175 -5.95470 4.13505 0.00
H -0.85424 -3.72916 5.54198 0.00
O 0.42004 -2.90477 -0.55960 0.05
```



Record 2
A 2-piece molecular cluster, C4H12O5P overall. Source: the Open Molecules 2025 dataset; level of theory: wB97M-V/def2-TZVPD.

Its orbital gap is 9.0597 eV. The LUMO energy is 3.66 eV. The value obtained for the HOMO energy is -5.40 eV. Its total charge is -1.

Geometry as XYZ:
```
22
Properties=species:S:1:pos:R:3:mulliken_charge:R:1
O 0.49560 -2.47482 2.02534 -0.40
C -0.86077 -2.19263 1.74377 -0.47
C 1.33557 -1.48986 1.45704 -0.46
H -1.47164 -2.98598 2.20641 0.26
H -1.05746 -2.18493 0.65848 0.20
H -1.16942 -1.22071 2.16415 0.20
H 1.23275 -1.45212 0.35949 0.17
H 1.12080 -0.48790 1.86516 0.20
H 2.37755 -1.75434 1.70389 0.31
O -2.09477 0.84425 -2.34737 -0.81
O -0.36368 -1.02676 -1.62364 -0.72
O -0.86903 0.89514 -0.09281 -0.09
O 0.35987 1.35315 -2.25653 -0.35
C -1.37976 2.19726 0.12077 -0.74
C 1.66559 1.04240 -1.80874 -0.54
P -0.84973 0.38198 -1.66979 0.80
H -2.43642 2.27212 -0.18661 0.28
H -1.31112 2.41411 1.20006 0.22
H -0.79893 2.95729 -0.42841 0.27
H 2.35881 1.77560 -2.25424 0.26
H 1.74486 1.10554 -0.71041 0.18
H 1.97142 0.03124 -2.12599 0.24
```